This record from OMol25 describes 17 unconnected molecules or ions with the total composition C34H102O17 at a distorted geometry. The level of theory is ωB97M-V/def2-TZVPD.

Computed properties:
Relative energy (zero: lowest compared OMol25 entry of this formula, charge and spin) (kcal/mol): 49.17
Energy (Ha): -2635.47732
Orbital gap (Ha): 0.3597

Bonds (Å) are listed after each position.
Element x y z (Å)
1 C 1.3507 -1.0868 -4.8867  C2 1.553, H4 1.096, H5 1.070, H6 1.093
2 C 2.5023 -0.4901 -4.0333  C1 1.553, O3 1.431, H7 1.150, H8 1.136
3 O 2.0606 -0.2579 -2.6919  C2 1.431, H9 0.973
4 H 0.4742 -0.4386 -4.7740  C1 1.096
5 H 1.1166 -2.0571 -4.5022  C1 1.070
6 H 1.6568 -1.1506 -5.9336  C1 1.093
7 H 2.8674 0.4891 -4.5135  C2 1.150
8 H 3.4493 -1.1081 -3.9240  C2 1.136
9 H 2.2959 -1.0786 -2.2253  O3 0.973
10 C -0.6717 3.8542 -2.6169  C11 1.510, H13 1.095, H14 1.090, H15 1.139
11 C -0.2166 2.4618 -2.9833  C10 1.510, O12 1.415, H16 1.061, H17 1.076
12 O 0.4272 1.8343 -1.8903  C11 1.415, H18 0.998
13 H -1.1226 3.8066 -1.6207  C10 1.095
14 H -1.3454 4.2192 -3.3920  C10 1.090
15 H 0.2374 4.5192 -2.4509  C10 1.139
16 H 0.4910 2.4458 -3.7736  C11 1.061
17 H -1.0773 1.8971 -3.2954  C11 1.076
18 H 0.9201 1.0046 -2.1448  O12 0.998
19 C -2.8166 -4.1785 2.7897  C20 1.553, H22 1.119, H23 1.106, H24 1.091
20 C -1.8712 -3.8130 1.6136  C19 1.553, O21 1.422, H25 1.050, H26 1.120
21 O -0.5213 -3.5986 2.0063  C20 1.422, H27 0.988
22 H -3.8733 -3.9256 2.5241  C19 1.119
23 H -2.5315 -3.7556 3.7710  C19 1.106
24 H -2.8332 -5.2527 2.9805  C19 1.091
25 H -2.2661 -2.9217 1.2225  C20 1.050
26 H -1.8655 -4.5824 0.8000  C20 1.120
27 H -0.4903 -3.8483 2.9617  O21 0.988
28 C 1.7747 8.2078 -1.3176  C29 1.507, H31 1.058, H32 1.077, H33 1.115
29 C 2.6498 7.2352 -0.5696  C28 1.507, O30 1.404, H34 1.107, H35 1.080
30 O 2.9110 7.6227 0.7549  C29 1.404, H36 0.965
31 H 1.7380 7.8891 -2.3260  C28 1.058
32 H 2.2157 9.1821 -1.1930  C28 1.077
33 H 0.7830 8.1207 -0.8153  C28 1.115
34 H 3.5972 7.0840 -1.1220  C29 1.107
35 H 2.1597 6.2735 -0.5352  C29 1.080
36 H 2.7218 6.8778 1.3389  O30 0.965
37 C -2.6831 -1.8321 -3.6938  C38 1.517, H40 1.099, H41 1.093, H42 1.086
38 C -3.4659 -3.0989 -3.4064  C37 1.517, O39 1.436, H43 1.080, H44 1.138
39 O -3.3276 -3.9797 -4.5318  C38 1.436, H45 0.979
40 H -2.8628 -1.0488 -2.9436  C37 1.099
41 H -3.0239 -1.3835 -4.6308  C37 1.093
42 H -1.6230 -1.9609 -3.8907  C37 1.086
43 H -4.5284 -2.9270 -3.3129  C38 1.080
44 H -3.1091 -3.6003 -2.4497  C38 1.138
45 H -3.0008 -3.4968 -5.3188  O39 0.979
46 C -6.9150 -0.6968 -1.6101  C47 1.503, H49 1.081, H50 1.089, H51 1.077
47 C -5.8333 -0.8432 -0.5765  C46 1.503, O48 1.381, H52 1.091, H53 1.110
48 O -6.3576 -0.4569 0.6409  C47 1.381, H54 0.968
49 H -7.7812 -1.3084 -1.4000  C46 1.081
50 H -6.4941 -0.9588 -2.5801  C46 1.089
51 H -7.3190 0.3017 -1.6051  C46 1.077
52 H -5.0313 -0.1683 -0.8778  C47 1.091
53 H -5.4093 -1.8692 -0.6010  C47 1.110
54 H -5.6502 -0.3233 1.2877  O48 0.968
55 C -4.2332 2.3641 4.1699  C56 1.547, H58 1.084, H59 1.126, H60 1.108
56 C -3.8525 1.7318 2.8103  C55 1.547, O57 1.415, H61 1.087, H62 1.106
57 O -4.6494 0.5885 2.5679  C56 1.415, H63 0.956
58 H -5.2039 2.8309 4.0438  C55 1.084
59 H -3.4820 3.1783 4.3706  C55 1.126
60 H -4.1497 1.6455 5.0086  C55 1.108
61 H -2.8258 1.3771 2.7587  C56 1.087
62 H -4.0245 2.4477 1.9844  C56 1.106
63 H -5.1834 0.4158 3.3412  O57 0.956
64 C 3.5102 1.5627 1.5611  C65 1.557, H67 1.117, H68 1.093, H69 1.110
65 C 4.1842 0.7054 0.4491  C64 1.557, O66 1.365, H70 1.086, H71 1.132
66 O 5.5047 0.4572 0.6925  C65 1.365, H72 0.977
67 H 4.0319 2.5455 1.6558  C64 1.117
68 H 3.6109 0.9835 2.4829  C64 1.093
69 H 2.4331 1.6086 1.2977  C64 1.110
70 H 4.0653 1.1218 -0.5466  C65 1.086
71 H 3.6561 -0.2947 0.4041  C65 1.132
72 H 5.9861 1.2717 0.4480  O66 0.977
73 C -4.2821 2.5800 -2.9208  C74 1.565, H76 1.091, H77 1.078, H78 1.109
74 C -3.8477 2.1305 -1.4856  C73 1.565, O75 1.407, H79 1.125, H80 1.125
75 O -2.9329 1.0693 -1.6167  C74 1.407, H81 0.978
76 H -3.5121 3.1426 -3.4506  C73 1.091
77 H -5.1707 3.1895 -2.9497  C73 1.078
78 H -4.6167 1.7064 -3.5162  C73 1.109
79 H -4.6957 1.9523 -0.7675  C74 1.125
80 H -3.2967 3.0191 -1.0714  C74 1.125
81 H -2.3781 1.0010 -0.8138  O75 0.978
82 C 3.6733 3.8930 -2.5593  C83 1.535, H85 1.121, H86 1.031, H87 1.091
83 C 4.2517 3.7191 -1.1478  C82 1.535, O84 1.408, H88 1.066, H89 1.131
84 O 5.3246 2.8082 -1.1195  C83 1.408, H90 1.000
85 H 3.2579 2.8962 -2.8590  C82 1.121
86 H 4.4561 4.1187 -3.1915  C82 1.031
87 H 2.8531 4.6095 -2.6172  C82 1.091
88 H 3.4084 3.5225 -0.5255  C83 1.066
89 H 4.6717 4.7354 -0.8823  C83 1.131
90 H 5.4850 2.5532 -2.0728  O84 1.000
91 C 0.3018 5.0904 1.3484  C92 1.524, H94 1.061, H95 1.056, H96 1.106
92 C -0.8798 4.2345 1.7882  C91 1.524, O93 1.400, H97 1.056, H98 1.076
93 O -0.8545 3.9748 3.1641  C92 1.400, H99 0.966
94 H 0.0613 5.5895 0.4430  C91 1.061
95 H 1.1274 4.4726 1.1206  C91 1.056
96 H 0.5427 5.8356 2.1291  C91 1.106
97 H -0.8307 3.3059 1.2881  C92 1.056
98 H -1.8483 4.6834 1.6545  C92 1.076
99 H -0.1579 3.3361 3.3653  O93 0.966
100 C -0.0219 -6.1864 -2.3333  C101 1.559, H103 1.083, H104 1.083, H105 1.060
101 C 0.7800 -4.9913 -2.9330  C100 1.559, O102 1.446, H106 1.103, H107 1.135
102 O -0.0853 -4.1510 -3.7302  C101 1.446, H108 0.952
103 H 0.7044 -6.8800 -1.9280  C100 1.083
104 H -0.5880 -6.6307 -3.1433  C100 1.083
105 H -0.6502 -5.7714 -1.5877  C100 1.060
106 H 1.4900 -5.4148 -3.6637  C101 1.103
107 H 1.3069 -4.3264 -2.1797  C101 1.135
108 H -0.9840 -4.2866 -3.4476  O102 0.952
109 C 5.2544 -3.5263 -2.0354  C110 1.469, H112 1.065, H113 1.094, H114 1.077
110 C 3.7954 -3.6820 -2.1123  C109 1.469, O111 1.426, H115 1.111, H116 1.090
111 O 3.1301 -2.5665 -1.5230  C110 1.426, H117 0.978
112 H 5.6006 -3.7037 -1.0436  C109 1.065
113 H 5.6235 -2.5791 -2.4392  C109 1.094
114 H 5.7153 -4.3267 -2.5901  C109 1.077
115 H 3.4105 -4.6037 -1.6256  C110 1.111
116 H 3.4235 -3.7375 -3.1354  C110 1.090
117 H 2.5827 -2.8532 -0.7646  O111 0.978
118 C 3.9045 -3.5224 2.5546  C119 1.547, H121 1.076, H122 1.128, H123 1.113
119 C 2.7193 -2.7391 1.9411  C118 1.547, O120 1.442, H124 1.104, H125 1.064
120 O 2.0861 -3.4659 0.8689  C119 1.442, H126 0.943
121 H 4.6049 -2.8570 3.0272  C118 1.076
122 H 4.5209 -4.0024 1.7409  C118 1.128
123 H 3.5256 -4.2713 3.2853  C118 1.113
124 H 3.1535 -1.8613 1.4324  C119 1.104
125 H 1.9395 -2.4576 2.6086  C119 1.064
126 H 1.1676 -3.4861 1.0803  O120 0.943
127 C -0.5768 0.6949 5.1115  C128 1.537, H130 1.057, H131 1.101, H132 1.122
128 C 0.4966 0.6993 4.0119  C127 1.537, O129 1.460, H133 1.122, H134 1.098
129 O 1.0943 2.0280 3.9164  C128 1.460, H135 0.961
130 H -1.1970 -0.1613 5.0996  C127 1.057
131 H -1.2070 1.5858 4.9675  C127 1.101
132 H -0.0783 0.9007 6.0957  C127 1.122
133 H -0.0489 0.5316 3.0459  C128 1.122
134 H 1.2902 -0.0443 4.1605  C128 1.098
135 H 1.9226 2.0054 4.4026  O129 0.961
136 C -0.5954 -3.4579 6.4525  C137 1.499, H139 1.144, H140 1.083, H141 1.077
137 C 0.6622 -4.0978 5.9471  C136 1.499, O138 1.505, H142 1.135, H143 1.090
138 O 0.5107 -4.3886 4.4781  C137 1.505, H144 0.963
139 H -0.8400 -2.4044 6.0808  C136 1.144
140 H -0.5976 -3.4468 7.5358  C136 1.083
141 H -1.4172 -4.0728 6.1249  C136 1.077
142 H 0.7369 -5.1310 6.4104  C137 1.135
143 H 1.5508 -3.5060 6.1651  C137 1.090
144 H 1.2775 -4.8555 4.1300  O138 0.963
145 C -0.5677 -1.2857 -0.8970  C146 1.524, H148 1.123, H149 1.069, H150 1.099
146 C -0.0751 -0.5110 0.3191  C145 1.524, O147 1.436, H151 1.087, H152 1.098
147 O -0.6693 0.7914 0.4271  C146 1.436, H153 1.008
148 H -0.1594 -2.3311 -0.8672  C145 1.123
149 H -0.3921 -0.8184 -1.8424  C145 1.069
150 H -1.6622 -1.3795 -0.8638  C145 1.099
151 H 1.0037 -0.3797 0.3003  C146 1.087
152 H -0.2584 -1.0417 1.2630  C146 1.098
153 H -0.2851 1.4167 -0.2645  O147 1.008

Atom charges from the Löwdin analysis, given in e for atoms 1 to 99: number 1, C, carries -0.059; number 2, C, carries -0.277; number 3, O, carries -0.137; number 4, H, carries 0.071; number 5, H, carries 0.039; number 6, H, carries 0.075; number 7, H, carries 0.121; number 8, H, carries 0.120; number 9, H, carries 0.049; number 10, C, carries -0.063; number 11, C, carries -0.314; number 12, O, carries -0.120; number 13, H, carries 0.061; number 14, H, carries 0.074; number 15, H, carries 0.083; number 16, H, carries 0.099; number 17, H, carries 0.094; number 18, H, carries 0.063; number 19, C, carries -0.064; number 20, C, carries -0.279; number 21, O, carries -0.122; number 22, H, carries 0.087; number 23, H, carries 0.067; number 24, H, carries 0.067; number 25, H, carries 0.074; number 26, H, carries 0.121; number 27, H, carries 0.055; number 28, C, carries -0.072; number 29, C, carries -0.370; number 30, O, carries -0.064; number 31, H, carries 0.058; number 32, H, carries 0.074; number 33, H, carries 0.090; number 34, H, carries 0.110; number 35, H, carries 0.077; number 36, H, carries 0.074; number 37, C, carries -0.091; number 38, C, carries -0.298; number 39, O, carries -0.105; number 40, H, carries 0.057; number 41, H, carries 0.080; number 42, H, carries 0.056; number 43, H, carries 0.093; number 44, H, carries 0.122; number 45, H, carries 0.092; number 46, C, carries -0.085; number 47, C, carries -0.364; number 48, O, carries -0.071; number 49, H, carries 0.069; number 50, H, carries 0.069; number 51, H, carries 0.070; number 52, H, carries 0.078; number 53, H, carries 0.115; number 54, H, carries 0.040; number 55, C, carries -0.073; number 56, C, carries -0.290; number 57, O, carries -0.099; number 58, H, carries 0.072; number 59, H, carries 0.083; number 60, H, carries 0.081; number 61, H, carries 0.095; number 62, H, carries 0.116; number 63, H, carries 0.081; number 64, C, carries -0.068; number 65, C, carries -0.375; number 66, O, carries -0.065; number 67, H, carries 0.084; number 68, H, carries 0.061; number 69, H, carries 0.070; number 70, H, carries 0.085; number 71, H, carries 0.095; number 72, H, carries 0.087; number 73, C, carries -0.065; number 74, C, carries -0.310; number 75, O, carries -0.112; number 76, H, carries 0.052; number 77, H, carries 0.059; number 78, H, carries 0.077; number 79, H, carries 0.111; number 80, H, carries 0.103; number 81, H, carries 0.064; number 82, C, carries -0.065; number 83, C, carries -0.322; number 84, O, carries -0.099; number 85, H, carries 0.086; number 86, H, carries 0.044; number 87, H, carries 0.068; number 88, H, carries 0.083; number 89, H, carries 0.121; number 90, H, carries 0.125; number 91, C, carries -0.064; number 92, C, carries -0.312; number 93, O, carries -0.087; number 94, H, carries 0.049; number 95, H, carries 0.051; number 96, H, carries 0.094; number 97, H, carries 0.078; number 98, H, carries 0.111; number 99, H, carries 0.036